Record 1
Here is C54H49N7O5SV as an isolated structure at a distorted geometry from OMol25. Energies are from ωB97M-V/def2-TZVPD.

Cartesian coordinates (Å):
C (3.2604, 2.3161, -3.8925)
C (0.3017, -2.7611, 3.8926)
H (-4.2105, -1.3173, 1.2255)
H (0.2203, 4.3236, 6.3141)
N (-2.4809, 1.8330, 0.2480)
H (-8.6283, 1.2754, 3.0270)
C (0.7538, -0.5536, 4.9918)
H (2.9824, 6.4179, 0.6506)
C (2.5204, 4.3877, 1.1396)
C (-0.9169, 3.2044, -0.6070)
O (-0.9198, 0.5011, 2.7215)
C (-6.4013, -1.8211, 2.4397)
N (0.3128, -1.0045, 1.6553)
C (0.7219, -2.3039, 1.4838)
C (2.3325, 3.0533, -4.6088)
C (0.5963, 1.5742, -3.8692)
C (1.8903, 3.3489, 5.3865)
H (0.2655, 3.2503, -5.1560)
C (1.5294, 0.8103, -3.1694)
C (2.1367, -1.4640, -2.1262)
H (-1.4445, -1.6096, -2.0666)
H (0.0017, 6.7750, -1.7975)
H (4.3037, 2.6048, -3.8975)
C (-0.3171, -0.5619, 2.7813)
O (0.3360, -0.1500, -1.2650)
O (1.0012, 1.4515, 1.0657)
H (-3.5921, -2.2512, 4.3989)
O (1.0445, -2.7526, 0.4041)
H (0.8417, -2.0374, 6.5784)
H (5.9282, -2.3092, 0.3713)
H (-1.9807, -0.4104, 4.8745)
H (1.7650, 5.0726, -1.4574)
C (3.4184, -0.1672, 1.0836)
H (1.5110, -0.9771, -5.0982)
H (5.0743, 5.8438, -0.5421)
C (2.9056, 3.0491, 1.0637)
H (-2.1021, -3.0582, -6.0338)
C (2.0957, 1.9672, 1.8207)
H (-2.7258, -1.8063, 2.9189)
H (-0.3639, 3.0128, 2.2902)
C (-1.9102, -2.3761, -4.0075)
H (2.6483, 3.9261, -5.1660)
N (-4.7292, -0.4580, 1.3970)
C (-1.9156, 4.1759, -0.7955)
C (3.2900, 5.3839, 0.5615)
C (0.9964, 2.6778, -4.5999)
C (0.1184, -1.1961, -3.4723)
C (4.4616, 5.0648, -0.1075)
H (1.6390, -2.4055, -1.8836)
H (2.3929, 0.1572, 2.8911)
H (-2.3654, 6.1762, -1.3690)
H (3.4022, 2.3862, 4.2419)
C (0.2706, 3.0932, 3.1619)
C (-1.1075, -1.7159, -3.0860)
C (-0.2368, -2.0564, -5.6912)
N (2.6458, -0.3355, 0.0051)
H (4.5243, -2.5500, -1.6674)
C (-2.9815, 0.6469, 0.5789)
V (0.1489, 0.3786, 0.2236)
H (-2.8740, -2.7570, -3.6950)
C (4.6038, -0.8695, 1.2520)
C (0.5551, -1.3778, -4.7805)
H (-0.4459, 1.2760, -3.8632)
H (-6.4125, 1.5256, 1.9123)
C (-0.2170, 3.7060, 4.3051)
C (4.8436, 3.7380, -0.2106)
C (3.0362, -1.1744, -0.9566)
H (-1.5047, -1.8974, 5.7122)
C (4.0737, 2.7396, 0.3701)
C (-1.4797, -2.5458, -5.3124)
H (1.1951, 2.8131, -0.7691)
H (1.6366, -0.5038, 6.9460)
C (-1.6229, -1.4314, 4.7366)
C (-5.9751, -0.5614, 2.0273)
H (-2.2843, -3.2746, 3.8022)
H (0.1178, -2.2003, -6.7034)
C (-1.5838, 5.4411, -1.2286)
C (-8.4309, -0.8426, 3.2744)
C (0.7698, -0.9579, 6.4654)
N (0.7317, -3.0963, 2.6187)
H (3.6168, 0.6040, -2.6680)
C (-7.9991, 0.4113, 2.8611)
C (5.0125, -1.7435, 0.2603)
C (-0.2326, -1.3531, 4.0810)
H (4.4146, 1.7191, 0.2839)
C (0.4055, 3.5396, -0.8770)
C (2.8653, 1.1872, -3.1844)
S (-2.0251, -0.7859, 0.2501)
C (1.5665, 2.5889, 3.1226)
H (5.1959, -0.7260, 2.1462)
H (-2.9429, 3.9193, -0.5900)
C (2.9744, 0.7545, 2.1892)
H (-9.3900, -0.9544, 3.7611)
H (2.7328, -1.6255, -3.0231)
C (0.7279, 4.8250, -1.2835)
H (-7.9658, -2.9282, 3.3928)
C (-6.7734, 0.5608, 2.2399)
C (-2.6171, -2.2403, 3.9122)
H (1.6227, 4.6700, 1.6692)
H (2.5345, 3.4505, 6.2500)
H (1.0302, -4.0517, 2.4819)
H (-0.1190, -0.6039, 6.9851)
C (1.0259, -0.4628, -2.4811)
H (0.4900, 0.5026, 4.9047)
H (1.7648, -0.6749, 4.5922)
C (2.3767, 2.7322, 4.2428)
C (4.2297, -1.8831, -0.8682)
O (0.3522, -3.5755, 4.7805)
H (-5.7716, -2.6890, 2.2773)
H (-1.2307, 4.0850, 4.3150)
C (-7.6280, -1.9548, 3.0643)
N (-4.1869, 0.6619, 1.0898)
C (0.5931, 3.8366, 5.4227)
H (5.7600, 3.4741, -0.7232)
N (-1.2821, 1.9155, -0.1289)
C (-0.2565, 5.7766, -1.4696)
H (3.8518, 1.1222, 2.7139)

Its total energy is -4188.71208 Ha. For the gap between HOMO and LUMO (alpha / beta), the calculation gives 6.004 / 6.003 eV. The maximum force comes out at 4.22 eV/Å. Its total charge is +1. The HOMO energy (alpha / beta) is -10.0 / -10.0 eV.

These are the Mulliken partial charges, in e, on atoms 1 to 99: atom 1 (C): -0.76, atom 2 (C): -0.50, atom 3 (H): 0.25, atom 4 (H): 0.40, atom 5 (N): -0.94, atom 6 (H): 0.38, atom 7 (C): -0.10, atom 8 (H): 0.44, atom 9 (C): -0.11, atom 10 (C): -0.42, atom 11 (O): -0.65, atom 12 (C): -0.29, atom 13 (N): 1.17, atom 14 (C): -0.51, atom 15 (C): -0.68, atom 16 (C): 0.30, atom 17 (C): -1.05, atom 18 (H): 0.46, atom 19 (C): -0.19, atom 20 (C): -2.15, atom 21 (H): 0.40, atom 22 (H): 0.49, atom 23 (H): 0.48, atom 24 (C): -0.40, atom 25 (O): 1.45, atom 26 (O): 1.10, atom 27 (H): 0.60, atom 28 (O): -0.65, atom 29 (H): 0.37, atom 30 (H): 0.45, atom 31 (H): 0.42, atom 32 (H): 0.70, atom 33 (C): -0.60, atom 34 (H): 0.40, atom 35 (H): 0.42, atom 36 (C): 0.12, atom 37 (H): 0.41, atom 38 (C): 2.31, atom 39 (H): 0.19, atom 40 (H): 0.20, atom 41 (C): -1.14, atom 42 (H): 0.43, atom 43 (N): 0.51, atom 44 (C): -0.35, atom 45 (C): -0.76, atom 46 (C): -0.95, atom 47 (C): -0.17, atom 48 (C): -0.66, atom 49 (H): 0.82, atom 50 (H): -1.26, atom 51 (H): 0.42, atom 52 (H): 0.43, atom 53 (C): 0.50, atom 54 (C): -0.20, atom 55 (C): -0.98, atom 56 (N): 1.76, atom 57 (H): 0.61, atom 58 (C): -0.03, atom 59 (V): -0.51, atom 60 (H): 0.48, atom 61 (C): -0.62, atom 62 (C): -0.23, atom 63 (H): 0.53, atom 64 (H): 0.42, atom 65 (C): -1.11, atom 66 (C): -0.89, atom 67 (C): -0.21, atom 68 (H): 0.55, atom 69 (C): -0.32, atom 70 (C): -0.61, atom 71 (H): 0.04, atom 72 (H): 0.49, atom 73 (C): -1.16, atom 74 (C): 0.61, atom 75 (H): 0.30, atom 76 (H): 0.45, atom 77 (C): -0.92, atom 78 (C): -0.48, atom 79 (C): -1.71, atom 80 (N): 0.09, atom 81 (H): 0.35, atom 82 (C): -0.62, atom 83 (C): -1.40, atom 84 (C): 2.34, atom 85 (H): 0.23, atom 86 (C): 0.89, atom 87 (C): -0.42, atom 88 (S): -0.86, atom 89 (C): 0.14, atom 90 (H): 0.62, atom 91 (H): 0.53, atom 92 (C): -1.10, atom 93 (H): 0.39, atom 94 (H): 0.93, atom 95 (C): -0.63, atom 96 (H): 0.37, atom 97 (C): -0.27, atom 98 (C): -1.08, atom 99 (H): 0.37

---

Record 2
Here is a 2-piece molecular cluster, C10H14O overall from OMol25. Energies are from ωB97M-V/def2-TZVPD.

Cartesian coordinates (Å):
C (0.1865, -0.2128, -2.1971)
C (-2.1061, 0.5878, -1.4880)
H (0.3007, -2.7972, 0.6932)
H (0.9676, 2.2915, 0.0579)
C (0.0644, 0.4474, 2.8975)
O (-1.1067, 1.9919, 1.4954)
H (0.8578, 0.7872, 3.5843)
H (-3.0180, 0.0818, -1.1288)
H (-1.9647, 1.5135, -0.9053)
C (-0.0654, 1.4019, 1.7329)
C (1.3114, -1.0214, -2.0341)
H (-0.8847, 0.3912, 3.4567)
H (0.3204, -0.5629, 2.5365)
H (-2.2478, 0.8575, -2.5481)
H (1.9993, 1.9780, 1.4885)
C (0.2753, -2.0649, -0.1246)
H (0.1544, 0.5133, -3.0201)
C (-0.8459, -1.2525, -0.2944)
H (2.1571, -0.9276, -2.7281)
H (-1.6970, -1.3513, 0.3922)
H (1.4786, 0.6185, 0.4445)
H (2.2420, -2.5907, -0.8658)
C (1.1686, 1.5835, 0.8795)
C (-0.9069, -0.3131, -1.3297)
C (1.3592, -1.9506, -0.9950)

Its total energy is -464.68498 Ha. For the gap between HOMO and LUMO, the calculation gives 10.053 eV. The maximum force comes out at 0.89 eV/Å. The HOMO energy is -9.1 eV.

Formally, the natural (NBO) partial charges of the atoms, in units of the elementary charge, are as follows: atom 1 (C): -0.22, atom 2 (C): -0.64, atom 3 (H): 0.21, atom 4 (H): 0.23, atom 5 (C): -0.73, atom 6 (O): -0.56, atom 7 (H): 0.23, atom 8 (H): 0.22, atom 9 (H): 0.25, atom 10 (C): 0.60, atom 11 (C): -0.21, atom 12 (H): 0.23, atom 13 (H): 0.24, atom 14 (H): 0.21, atom 15 (H): 0.23, atom 16 (C): -0.24, atom 17 (H): 0.21, atom 18 (C): -0.18, atom 19 (H): 0.22, atom 20 (H): 0.21, atom 21 (H): 0.25, atom 22 (H): 0.22, atom 23 (C): -0.73, atom 24 (C): -0.02, atom 25 (C): -0.24

---

Record 3
Here is a 5-piece molecular cluster, C18H44N2O5 overall at a distorted geometry from OMol25. Energies are from ωB97M-V/def2-TZVPD.

Cartesian coordinates (Å):
C (-1.9441, -4.9750, -2.4614)
H (0.8128, 2.1651, -0.3385)
C (-1.9653, -3.2830, -0.4990)
C (-0.4703, 1.6083, 1.7467)
H (-1.4604, -3.7745, 1.6215)
H (-1.9979, -5.8954, -1.8320)
H (-0.2244, -6.0048, -0.6120)
H (2.0885, 5.0245, 4.1148)
H (3.0479, 4.6336, -2.9536)
H (-0.5952, 2.7105, -1.2173)
H (2.2138, -4.3206, -2.2904)
C (-2.4991, -1.9281, -0.1420)
C (-0.7202, 2.8912, 0.9744)
H (0.8196, 6.0854, 3.3198)
H (-2.6201, 2.0163, 0.3916)
H (-0.1002, -0.8052, -1.9598)
H (-0.6386, 0.7341, 1.1701)
H (-3.5408, -2.0114, -0.0799)
H (0.7164, -1.7915, -0.2963)
O (2.5412, 1.0326, -2.1459)
H (1.0139, 0.3521, -1.7766)
H (-1.1648, 1.5575, 2.5862)
H (0.7466, 2.5964, 4.0327)
H (1.5902, 5.2480, 0.8281)
H (-2.3460, 3.6354, -0.0967)
H (0.8160, -4.7942, 0.3341)
H (2.3602, 2.6804, 3.4565)
C (1.1468, 4.0381, 2.4765)
O (0.1701, -2.5234, 0.0847)
H (-1.7774, -5.1918, 0.6147)
H (2.1825, 4.2248, -1.7132)
H (-0.9935, 5.7350, 1.6298)
H (-2.0190, -1.6329, 0.8417)
H (-2.5166, -5.0749, -3.3880)
C (0.5415, -5.2585, -0.5893)
O (-0.4452, 5.1778, 1.0897)
O (2.6965, 3.8706, -2.4608)
H (-2.7111, 3.2972, 1.5639)
C (-0.4615, -4.6184, -2.7570)
H (0.1531, -5.4590, -3.1257)
C (2.1768, 4.4490, 1.3851)
N (-0.2853, 4.0247, 1.8189)
H (1.6748, 1.3656, 1.3969)
C (-2.1965, 2.9340, 0.6978)
H (1.5339, -2.7942, -2.7389)
H (-0.3828, -3.8327, -3.5437)
H (-3.0631, -4.1543, 1.2120)
H (-3.0709, -3.0604, -2.2903)
H (0.3466, 4.7245, 4.3995)
H (1.0185, 0.5306, 2.7393)
C (1.0941, 5.0915, 3.6286)
C (1.3233, 2.6708, 3.1163)
C (-2.7160, -3.9037, -1.6964)
N (-0.5902, -2.9887, -1.0330)
H (0.4603, 3.9170, -0.4341)
C (-2.0201, -4.1632, 0.7987)
C (0.9755, 1.4797, 2.1929)
H (1.4183, -5.6831, -1.0611)
H (3.3322, 0.4617, -2.1987)
H (2.0545, -2.9722, -1.1063)
H (2.5456, 3.6439, 0.7680)
H (2.7565, 1.8863, -2.4652)
C (0.0428, 2.9396, -0.3426)
H (2.9866, 4.9042, 1.9019)
O (0.2362, -0.1263, -1.3374)
C (1.5854, -3.5023, -1.9270)
H (-3.5732, -4.4882, -1.4863)
C (0.2234, -4.0835, -1.5566)
H (-2.3329, -1.2424, -0.9803)

Its total energy is -1197.82340 Ha. For the gap between HOMO and LUMO, the calculation gives 8.573 eV. The maximum force comes out at 2.69 eV/Å. The HOMO energy is -8.2 eV.

Formally, the natural (NBO) partial charges of the atoms, in units of the elementary charge, are as follows: atom 1 (C): -0.39, atom 2 (H): 0.21, atom 3 (C): 0.12, atom 4 (C): -0.40, atom 5 (H): 0.23, atom 6 (H): 0.20, atom 7 (H): 0.20, atom 8 (H): 0.21, atom 9 (H): 0.49, atom 10 (H): 0.22, atom 11 (H): 0.21, atom 12 (C): -0.61, atom 13 (C): 0.10, atom 14 (H): 0.21, atom 15 (H): 0.22, atom 16 (H): 0.48, atom 17 (H): 0.23, atom 18 (H): 0.20, atom 19 (H): 0.50, atom 20 (O): -0.97, atom 21 (H): 0.51, atom 22 (H): 0.20, atom 23 (H): 0.21, atom 24 (H): 0.24, atom 25 (H): 0.20, atom 26 (H): 0.23, atom 27 (H): 0.20, atom 28 (C): 0.16, atom 29 (O): -0.63, atom 30 (H): 0.21, atom 31 (H): 0.49, atom 32 (H): 0.48, atom 33 (H): 0.23, atom 34 (H): 0.22, atom 35 (C): -0.65, atom 36 (O): -0.61, atom 37 (O): -0.97, atom 38 (H): 0.21, atom 39 (C): -0.41, atom 40 (H): 0.21, atom 41 (C): -0.67, atom 42 (N): -0.20, atom 43 (H): 0.20, atom 44 (C): -0.60, atom 45 (H): 0.20, atom 46 (H): 0.20, atom 47 (H): 0.21, atom 48 (H): 0.20, atom 49 (H): 0.22, atom 50 (H): 0.21, atom 51 (C): -0.62, atom 52 (C): -0.42, atom 53 (C): -0.41, atom 54 (N): -0.20, atom 55 (H): 0.20, atom 56 (C): -0.64, atom 57 (C): -0.40, atom 58 (H): 0.20, atom 59 (H): 0.48, atom 60 (H): 0.22, atom 61 (H): 0.21, atom 62 (H): 0.51, atom 63 (C): -0.64, atom 64 (H): 0.21, atom 65 (O): -1.01, atom 66 (C): -0.61, atom 67 (H): 0.22, atom 68 (C): 0.12, atom 69 (H): 0.22

---

Record 4
Here is a 2-piece molecular cluster, C5H4INS overall at a distorted geometry from OMol25. Energies are from ωB97M-V/def2-TZVPD.

Cartesian coordinates (Å):
N (1.4560, -1.6877, 0.5252)
H (0.2411, -0.6722, -2.0014)
C (-1.5827, -0.9406, -0.7354)
H (2.2224, 1.1894, -1.6523)
C (-0.5931, -0.9713, -1.4334)
H (1.9096, 2.7044, -0.5202)
C (1.7113, -0.5453, 0.2788)
C (1.9398, 1.5881, -0.6722)
C (1.5657, 0.8690, 0.4218)
I (-3.3028, -0.9518, 0.3024)
H (1.3291, 1.3585, 1.3452)
S (1.2255, -3.2487, 0.4653)

Its total energy is -943.37451 Ha. For the gap between HOMO and LUMO (alpha / beta), the calculation gives 7.922 / 7.921 eV. The maximum force comes out at 3.84 eV/Å. The HOMO energy (alpha / beta) is -8.1 / -8.1 eV.

Formally, the natural (NBO) partial charges of the atoms, in units of the elementary charge, are as follows: atom 1 (N): -0.39, atom 2 (H): 0.23, atom 3 (C): -0.29, atom 4 (H): 0.21, atom 5 (C): -0.25, atom 6 (H): 0.21, atom 7 (C): 0.30, atom 8 (C): -0.31, atom 9 (C): -0.30, atom 10 (I): 0.30, atom 11 (H): 0.25, atom 12 (S): 0.04